Entry 1:
{"formula": "C3H3N3O2", "method": "ωB97M-V/def2-TZVPD", "de_lowest_ev": 7.540, "smiles": "[H]/N=C1/N=COC=NO1", "lumo_ev": 0.3, "gap_ev": 10.444, "species": ["H", "N", "C", "N", "C", "O", "C", "N", "O", "H", "H"], "positions_angstrom": [[1.302901, 2.191401, -0.841685], [1.242095, 1.419866, -1.397443], [1.020512, 0.505616, -0.467203], [1.120745, -1.027876, -0.460957], [0.038448, -1.589184, -0.084258], [-1.319958, -1.133064, 0.129797], [-1.666114, 0.219251, 0.412113], [-0.738093, 1.121200, 0.770751], [0.583121, 0.487202, 1.054155], [-0.357379, -2.728026, -0.295215], [-2.781137, 0.297083, 0.114916]], "forces_ev_per_angstrom": [[-0.1124, 3.7927, 1.5349], [-0.6806, -6.8715, 2.9085], [0.7412, -2.4377, 0.1630], [-1.7942, 2.0026, -1.3098], [-2.6528, -2.4013, -2.3868], [1.1167, 2.0886, 0.7535], [3.1747, -0.4354, -0.4621], [-3.0807, -2.1236, 0.2160], [-1.3773, 3.1777, -3.3391], [2.4886, 2.4125, 0.9699], [2.1768, 0.7953, 0.9522]]}


Entry 2:
{"formula": "C24H32N6O2", "method": "ωB97M-V/def2-TZVPD", "de_lowest_ev": 0.000, "smiles": "Cc1ccc(-c2ccc3nc(N)nc(N)c3c2)cc1.CNC(=O)[C@H](CC(C)C)NC(C)=O", "lumo_ev": 0.5, "gap_ev": 8.170, "species": ["C", "C", "C", "C", "C", "C", "C", "C", "C", "N", "C", "N", "N", "C", "N", "C", "C", "C", "C", "H", "H", "H", "H", "H", "H", "H", "H", "H", "H", "H", "H", "H", "H", "C", "N", "C", "O", "C", "C", "C", "C", "C", "N", "C", "C", "O", "H", "H", "H", "H", "H", "H", "H", "H", "H", "H", "H", "H", "H", "H", "H", "H", "H", "H"], "positions_angstrom": [[-4.355815, -3.481454, 3.452469], [-3.235137, -2.478020, 3.395986], [-2.846250, -1.897407, 2.179981], [-1.802674, -0.964317, 2.140727], [-1.143770, -0.588954, 3.317588], [-0.072759, 0.405854, 3.292380], [1.178721, 0.105139, 2.738904], [2.207599, 1.057319, 2.771224], [1.989964, 2.320405, 3.320046], [2.983202, 3.206125, 3.331774], [2.707555, 4.371901, 3.864835], [3.683737, 5.269144, 3.823781], [1.558505, 4.817708, 4.301621], [0.606077, 3.922959, 4.297881], [-0.558220, 4.445244, 4.739174], [0.735089, 2.635838, 3.829533], [-0.292393, 1.675710, 3.838167], [-1.536338, -1.163908, 4.532627], [-2.569927, -2.106027, 4.570978], [-4.667731, -3.778732, 2.446676], [-5.218519, -3.051369, 3.969962], [-4.034759, -4.377706, 3.991878], [-3.348472, -2.171007, 1.257251], [-1.504439, -0.520860, 1.194912], [1.348513, -0.870782, 2.293605], [3.185858, 0.833880, 2.362329], [3.310494, 6.206340, 3.823551], [4.370675, 5.016743, 3.128926], [-1.377723, 4.103181, 4.256222], [-0.467568, 5.446755, 4.865293], [-1.266120, 1.899395, 4.264636], [-1.031647, -0.877912, 5.450808], [-2.860611, -2.544422, 5.520778], [1.262928, -3.856668, -2.325076], [0.967643, -2.813174, -1.343879], [0.513399, -1.579366, -1.582830], [0.333587, -0.813904, -0.641230], [0.256294, -1.101782, -3.026214], [1.521696, -0.435699, -3.606207], [1.438167, 0.030770, -5.072258], [2.755067, 0.712938, -5.450673], [1.211164, -1.124113, -6.049410], [-0.868461, -0.159092, -3.052038], [-1.913857, -0.229904, -3.874766], [-2.998289, 0.801566, -3.674239], [-2.031260, -1.079208, -4.747710], [1.960746, -3.483759, -3.076576], [1.715699, -4.714279, -1.824219], [0.342724, -4.181528, -2.815283], [1.101811, -3.031275, -0.367969], [0.004074, -1.972577, -3.631284], [2.353334, -1.135069, -3.516037], [1.756568, 0.431733, -2.986863], [0.632354, 0.755972, -5.184657], [3.584539, 0.011776, -5.360171], [2.701427, 1.074518, -6.477175], [2.929781, 1.564198, -4.793168], [1.205972, -0.745650, -7.071268], [1.997982, -1.869489, -5.944046], [0.245665, -1.591006, -5.860826], [-0.884615, 0.538010, -2.323282], [-2.585940, 1.795056, -3.838953], [-3.799528, 0.612966, -4.387808], [-3.385792, 0.721276, -2.660390]], "forces_ev_per_angstrom": [[0.0407, -0.0034, -0.0822], [0.2012, 0.1668, -0.1518], [0.4433, 0.2164, 0.5404], [-0.2573, -0.2953, 0.2694], [-0.7946, -0.6804, 0.0214], [-0.1262, 1.4700, 0.5335], [1.3692, 1.1396, -0.0394], [-0.9206, -1.8315, -0.4837], [0.1535, -0.4519, -0.1157], [0.8464, 0.0071, 0.0577], [0.8058, -1.1242, -1.2976], [1.5345, 1.4990, -0.0520], [-0.7382, -0.0525, 0.7937], [-0.7573, 2.3719, 0.5544], [-1.3164, -0.2446, 0.1345], [-0.6038, -1.7987, -0.1813], [0.1801, -1.0308, -0.4537], [-0.4474, -0.3099, -0.2528], [0.2909, 0.4128, -0.4549], [0.0066, 0.0357, 0.1688], [0.0241, -0.1483, -0.0343], [-0.1428, 0.0787, -0.0322], [-0.0095, -0.0218, 0.0995], [0.0376, -0.0725, 0.0990], [-0.0277, 0.1387, 0.0495], [-0.0629, 0.0279, 0.0396], [0.4905, 0.1212, -0.0259], [0.1880, 0.3982, 0.1595], [-0.1182, 0.2623, 0.3589], [-0.3640, -0.2366, -0.0742], [0.1070, -0.0319, -0.0068], [-0.0115, -0.0109, -0.1107], [0.0034, -0.0021, -0.0810], [-0.2504, 0.3503, 0.0178], [0.4507, -1.1307, -0.4029], [-0.3010, 1.2676, 0.3861], [-0.2076, 0.2241, -0.2429], [-0.0329, -0.0083, -0.2804], [-0.2550, 0.0682, -0.1006], [0.4661, -0.4984, -0.0866], [-0.4328, 0.2153, 0.2725], [-0.4971, 0.2074, 0.3771], [1.1697, -0.1918, 1.0493], [-1.0601, -0.6040, -1.0802], [0.1241, -0.0246, 0.0254], [0.2902, -0.1247, 0.0178], [-0.0132, -0.1248, -0.0196], [-0.0766, 0.1995, -0.0146], [0.1171, -0.1101, -0.0710], [-0.0224, 0.1641, -0.0555], [-0.2810, 0.1784, -0.1506], [0.1873, -0.0847, 0.0398], [0.0642, -0.0024, 0.1607], [-0.1503, 0.0234, 0.0824], [0.0938, 0.0125, -0.0214], [0.1138, 0.0054, -0.0240], [0.2137, 0.0744, -0.0140], [0.0522, -0.0913, -0.0521], [0.1274, -0.0920, -0.0584], [-0.0509, -0.1329, -0.0996], [0.1418, -0.1154, 0.1206], [-0.0945, 0.1594, 0.1052], [0.1535, 0.0069, 0.0855], [-0.0643, 0.1803, 0.0843]]}


Entry 3:
{"formula": "C64H53FN3O8P2SSbTi", "method": "ωB97M-V/def2-TZVPD", "lumo_ev": [-0.8, -0.8], "gap_ev": [5.412, 5.411], "species": ["Ti", "C", "N", "C", "P", "C", "C", "C", "C", "C", "C", "C", "C", "C", "C", "C", "C", "C", "C", "C", "C", "C", "C", "P", "C", "C", "C", "C", "C", "C", "C", "C", "C", "C", "C", "C", "H", "H", "H", "H", "H", "H", "H", "H", "H", "H", "H", "H", "H", "H", "H", "H", "H", "H", "H", "H", "H", "H", "H", "H", "H", "H", "H", "H", "H", "F", "C", "C", "N", "C", "C", "O", "O", "C", "O", "N", "C", "O", "H", "H", "H", "H", "O", "C", "O", "C", "C", "C", "C", "O", "C", "O", "C", "C", "H", "H", "H", "H", "H", "S", "Sb", "C", "C", "C", "C", "C", "C", "C", "C", "C", "C", "C", "C", "C", "C", "C", "C", "C", "C", "H", "H", "H", "H", "H", "H", "H", "H", "H", "H", "H", "H", "H", "H", "H"], "positions_angstrom": [[-0.213045, 1.093374, -0.487736], [1.907546, 1.507974, 2.970553], [3.156911, 1.010940, 2.462917], [3.593735, 1.585315, 1.222986], [2.526247, 1.246436, -0.308779], [3.271868, -0.296908, -0.954970], [3.139866, -0.525861, -2.328073], [3.675095, -1.664221, -2.902419], [4.329694, -2.600524, -2.111872], [4.442253, -2.392989, -0.748091], [3.920100, -1.242526, -0.169401], [3.400225, 2.497090, -1.340806], [4.595009, 2.198190, -1.996074], [5.261145, 3.172542, -2.723572], [4.749450, 4.459019, -2.807997], [3.582176, 4.776282, -2.130724], [2.920375, 3.806461, -1.391553], [3.850391, 0.005728, 3.141485], [5.240351, -0.123171, 3.034299], [5.916095, -1.090157, 3.758399], [5.239396, -1.931671, 4.629500], [3.864154, -1.808853, 4.745083], [3.172375, -0.868107, 3.999555], [0.403624, 0.766152, 2.100062], [-0.615514, 2.304051, 1.960610], [-1.974085, 2.315985, 2.297736], [-2.737632, 3.455235, 2.117659], [-2.163436, 4.610820, 1.608760], [-0.819279, 4.621541, 1.277277], [-0.055422, 3.474112, 1.436652], [-0.480296, -0.066873, 3.463968], [-0.801371, -1.411605, 3.301485], [-1.508708, -2.086194, 4.286428], [-1.902392, -1.415721, 5.433851], [-1.566006, -0.077741, 5.609120], [-0.854251, 0.596804, 4.631830], [1.880506, 2.590991, 2.831288], [1.844336, 1.297897, 4.037218], [4.598316, 1.259053, 0.966798], [3.612750, 2.679848, 1.302575], [2.625316, 0.200775, -2.940777], [3.575784, -1.823603, -3.968666], [4.740411, -3.491834, -2.567725], [4.936122, -3.122709, -0.118615], [4.032433, -1.091813, 0.896357], [5.005452, 1.198556, -1.947589], [6.184809, 2.920659, -3.229009], [5.263138, 5.213420, -3.389888], [3.178029, 5.779840, -2.177163], [2.017303, 4.085417, -0.866849], [5.803014, 0.548678, 2.399930], [6.991174, -1.167969, 3.656328], [5.776628, -2.671563, 5.207535], [3.311214, -2.454924, 5.415310], [2.093279, -0.826483, 4.073504], [-2.439634, 1.429442, 2.704320], [-3.788646, 3.435909, 2.378478], [-2.761830, 5.501016, 1.465659], [-0.366417, 5.516756, 0.878861], [0.994363, 3.501680, 1.169354], [-0.497338, -1.920729, 2.393077], [-1.752185, -3.132730, 4.151614], [-2.471647, -1.932367, 6.195837], [-1.865175, 0.442326, 6.510199], [-0.603943, 1.641892, 4.771386], [-0.967192, 7.362550, -5.257492], [-1.683617, 6.331023, -4.791870], [-1.070548, 5.208163, -4.401359], [-1.760812, 4.111992, -3.941818], [-1.034812, 3.026050, -3.308871], [-0.324743, 3.496331, -2.027773], [-0.344923, 4.658941, -1.692232], [0.332596, 2.552385, -1.403114], [-3.135716, 4.157585, -3.769424], [-3.778549, 3.256944, -3.267410], [-3.726592, 5.312002, -4.234024], [-3.127100, 6.473686, -4.731609], [-3.787332, 7.432618, -5.053306], [0.005395, 5.125100, -4.444251], [-0.285232, 2.606660, -3.981251], [-1.737093, 2.243943, -3.043021], [-4.731280, 5.340549, -4.142227], [-1.515660, -0.016681, 0.449361], [-2.436819, 0.729383, -0.043714], [-1.990152, 1.699141, -0.745830], [-3.848447, 0.544225, 0.186726], [-4.283723, -0.319322, 1.186585], [-5.637418, -0.482090, 1.450390], [-6.511976, 0.234854, 0.669796], [-7.870759, 0.244987, 0.718742], [-8.306632, 1.128359, -0.311824], [-7.157858, 1.676896, -0.938846], [-6.075953, 1.098823, -0.333457], [-4.752605, 1.288563, -0.600986], [-3.545476, -0.870383, 1.755663], [-5.984861, -1.154104, 2.222186], [-8.910352, 1.929997, 0.121099], [-8.900870, 0.574301, -1.044262], [-4.410066, 1.954292, -1.383987], [-0.239481, -0.268616, -2.353721], [0.194220, -2.241950, -0.665972], [0.702933, -3.520024, -2.341565], [0.107072, -3.317779, -3.583612], [0.391366, -4.157095, -4.652893], [1.282181, -5.207575, -4.495235], [1.894750, -5.407308, -3.266525], [1.609137, -4.566144, -2.199465], [0.858316, -3.876038, 0.817873], [1.852485, -3.557256, 1.731061], [2.456786, -4.544889, 2.505090], [2.054723, -5.865465, 2.373758], [1.046508, -6.195608, 1.477042], [0.455094, -5.206036, 0.701071], [-1.869560, -2.882058, -0.570102], [-2.335762, -3.611557, 0.520942], [-3.658461, -4.034504, 0.575021], [-4.531202, -3.730716, -0.459442], [-4.080091, -2.990946, -1.541961], [-2.758859, -2.566364, -1.594601], [-0.576257, -2.490385, -3.726108], [-0.087258, -3.990890, -5.610492], [1.503751, -5.870724, -5.322433], [2.598908, -6.219794, -3.130936], [2.102210, -4.725830, -1.250803], [2.166578, -2.522174, 1.841410], [3.248954, -4.279119, 3.194811], [2.523053, -6.639882, 2.969318], [0.732772, -7.228727, 1.371727], [-0.324912, -5.474745, -0.004528], [-1.659165, -3.879031, 1.322937], [-4.006674, -4.608987, 1.426497], [-5.563685, -4.056400, -0.418051], [-4.759937, -2.744200, -2.349489], [-2.417566, -1.987373, -2.444743]], "forces_ev_per_angstrom": [[3.2979, -3.9786, -1.9451], [0.0511, -0.3242, -0.3027], [0.0371, -0.1198, 0.0452], [-0.3062, 0.0627, 0.0158], [1.2199, -0.3818, -0.0641], [-0.1864, -0.0086, -0.1143], [0.0445, -0.0679, 0.1227], [-0.0030, 0.0531, -0.0444], [0.0106, -0.0021, -0.0232], [0.0615, -0.0302, 0.0573], [-0.0377, 0.2122, 0.0240], [-0.1861, 0.0730, 0.0457], [-0.0271, 0.0087, 0.0157], [0.0558, 0.0178, -0.0227], [0.0002, 0.0035, 0.0119], [0.0279, 0.0307, 0.0182], [-0.0099, 0.0072, 0.0241], [0.0742, 0.0331, 0.1732], [-0.0292, 0.0114, -0.0751], [0.0101, 0.0077, 0.0005], [0.0063, -0.0665, 0.0333], [0.0152, -0.0150, 0.0034], [-0.0444, 0.0999, -0.0922], [0.0667, 1.1111, 1.2006], [0.0079, 0.1873, 0.2479], [0.0427, 0.1111, 0.0688], [-0.0540, -0.1119, 0.0399], [0.0703, 0.0774, -0.0410], [-0.0672, 0.0119, -0.0305], [0.0099, -0.0376, 0.2334], [0.0272, -0.3970, -0.3759], [0.0346, 0.0718, -0.1146], [-0.0310, -0.0724, 0.0251], [0.0229, -0.0147, -0.0286], [0.0115, 0.0362, 0.0614], [0.1001, -0.0218, 0.0144], [-0.0399, -0.0047, 0.0475], [-0.0989, 0.0587, 0.0056], [-0.0123, -0.0105, -0.0449], [0.0470, 0.0008, -0.0128], [-0.0504, -0.0242, -0.0754], [-0.0268, -0.0321, 0.0135], [-0.0147, -0.0292, 0.0354], [-0.0089, -0.0133, -0.0160], [-0.0238, -0.0709, 0.0030], [0.0039, 0.0196, -0.0286], [-0.0081, -0.0002, -0.0060], [0.0043, -0.0073, -0.0011], [0.0062, -0.0075, 0.0187], [-0.0403, -0.0285, -0.0273], [0.0124, -0.0159, 0.0157], [-0.0032, 0.0062, -0.0015], [-0.0035, 0.0035, -0.0090], [0.0014, -0.0318, -0.0279], [-0.0120, -0.0235, 0.0497], [-0.0010, -0.0278, -0.0037], [0.0027, 0.0004, -0.0141], [0.0018, -0.0018, 0.0162], [0.0283, -0.0036, -0.0663], [-0.0001, 0.0456, -0.0415], [-0.0410, -0.0639, 0.0379], [-0.0022, 0.0134, -0.0108], [0.0236, -0.0070, 0.0094], [0.0045, -0.0008, -0.0043], [-0.0321, 0.0139, -0.0107], [-0.0906, 0.0471, -0.0023], [0.3076, -0.1135, -0.0373], [-0.1514, 0.2290, -0.1409], [-0.1149, -0.0796, 0.2510], [0.2497, 0.1583, 0.3419], [-0.5224, 0.6851, -0.9537], [0.1866, -0.2549, 0.1351], [-0.1201, 1.8771, -0.6485], [0.1623, -0.1199, 0.0374], [0.0137, 0.1006, -0.0413], [-0.0446, 0.0456, -0.0067], [-0.1410, -0.1341, 0.0363], [0.0983, 0.0129, -0.0114], [0.0189, -0.0382, 0.0228], [-0.0538, -0.0444, -0.0431], [-0.0070, -0.1008, -0.1212], [-0.0373, 0.0178, 0.0101], [-1.9809, -0.2096, 0.6297], [-0.1269, -0.1950, 0.2417], [-1.7818, 0.7543, -0.0539], [-0.4697, -0.0220, -0.0594], [0.2831, -0.0313, -0.1214], [-0.1620, -0.1250, 0.1270], [-0.0043, 0.1750, -0.2036], [0.1683, -0.1212, 0.1572], [-0.3682, 0.1225, -0.1725], [0.1299, 0.0184, -0.0085], [-0.0600, -0.1083, 0.1413], [0.0539, 0.0249, -0.0765], [0.0042, -0.0593, -0.0044], [-0.0282, 0.0118, -0.0103], [0.1044, -0.0189, 0.0650], [0.1098, -0.0596, 0.0299], [0.0241, 0.0069, 0.0134], [-0.2058, 2.0162, 0.1866], [0.7440, -1.3388, 1.6237], [-0.0045, 0.3058, 0.0729], [0.0235, -0.0261, -0.0009], [-0.0208, 0.0084, -0.0393], [0.0633, -0.0668, -0.0042], [0.0285, 0.0226, 0.0439], [0.0272, 0.0401, -0.0269], [-0.5192, 0.2393, -0.7828], [-0.0510, -0.1172, 0.0370], [0.0516, 0.0738, 0.0362], [0.0733, 0.0018, 0.0828], [-0.1390, -0.0527, -0.1281], [0.2007, -0.1553, 0.3379], [0.1905, 0.2073, -0.0773], [-0.0927, 0.0378, -0.0329], [-0.0280, 0.0096, 0.0605], [-0.0950, 0.0555, 0.0556], [-0.0229, 0.0432, -0.0494], [-0.0336, -0.0606, 0.0408], [-0.0167, -0.0551, -0.0411], [-0.0019, 0.0090, 0.0075], [-0.0212, 0.0248, -0.0204], [-0.0047, -0.0026, -0.0250], [0.0229, -0.0453, 0.0129], [0.0869, 0.0352, -0.0144], [0.0038, -0.0103, 0.0584], [0.0143, 0.0141, -0.0028], [0.0052, 0.0152, 0.0220], [0.0498, -0.0385, -0.0291], [-0.0345, 0.0232, 0.0173], [0.0145, 0.0033, -0.0174], [0.0194, -0.0297, 0.0023], [0.0244, 0.0007, 0.0022], [-0.0428, 0.0252, 0.0098]]}


no.,maximum force (eV Å⁻¹)
1,7.5
2,2.6
3,5.5